315
Properties=species:S:1:pos:R:3:forces:R:3:mulliken_charge:R:1 method="wB97M-V/def2-TZVPD" homo_lumo_gap_ev=9.89 charge=0 e_lumo_ev=0.617 homo_energy_ev=-9.27 e_above_lowest_kcal_mol=6.7
C 0.965730 1.715394 -7.238464 0.2511 0.4485 0.8450 -1.700
C 1.032688 1.069713 -5.855528 0.0572 -1.5238 -0.8068 0.520
O 0.252305 -0.144577 -5.910527 0.9900 0.1357 0.1714 -0.492
C 0.091330 -0.766816 -4.630872 -1.5235 0.3981 -0.3944 1.043
C -0.564563 -2.116659 -4.795286 0.0177 -0.7412 -0.6742 -0.878
H -0.045856 2.080372 -7.416210 0.0520 -0.1573 -0.3500 0.351
H 1.649788 2.563758 -7.259567 -0.1015 0.2558 0.1023 0.421
H 1.347754 1.065988 -8.026130 -0.4549 -0.3017 0.1049 0.289
H 2.060916 0.772275 -5.649697 0.2645 0.0123 0.1067 0.344
H 0.734668 1.702790 -5.019765 -0.4416 0.2374 -0.0777 0.034
H 0.946500 -0.871108 -3.963114 0.5156 0.4346 -0.3891 0.027
H -0.644622 -0.104316 -4.175285 0.0614 -0.0470 0.8892 -0.533
H -1.327840 -2.106710 -5.573374 -0.2819 0.3664 0.1818 0.496
H -0.993658 -2.487297 -3.864367 0.0122 0.2609 0.0621 -0.314
H 0.089694 -2.912752 -5.150666 0.5805 0.1167 0.1006 0.353
C -1.546467 -4.695466 -1.667988 0.4564 -1.0285 -0.3398 -0.715
C -0.086957 -4.673606 -2.132408 0.7290 1.0682 -0.0300 0.486
O 0.624420 -5.735027 -1.568622 -0.3125 -2.0573 1.0997 -0.449
C 2.009992 -5.918710 -1.824997 -0.1030 0.2144 -0.6034 0.704
C 2.495298 -7.325291 -1.425215 -1.1949 0.1116 0.7060 -1.531
H -1.955059 -5.599010 -2.120485 -0.3661 -0.0839 0.1099 0.566
H -1.631960 -4.819322 -0.588433 0.1660 0.1594 0.0124 0.150
H -2.173460 -3.863514 -1.988650 0.3893 0.2233 -0.0984 -0.124
H 0.009246 -4.723099 -3.217026 -0.3101 -0.0103 -0.3357 0.348
H 0.424994 -3.756093 -1.842314 -0.1299 0.5100 0.0952 -0.506
H 2.178009 -5.839647 -2.899069 0.0937 0.3076 -0.2952 0.196
H 2.539435 -5.099373 -1.338712 0.3807 -0.0442 0.1735 -0.233
H 2.124511 -7.568461 -0.429484 -0.0378 0.1399 0.1771 0.299
H 3.568846 -7.508068 -1.378459 0.0218 0.5039 -0.3972 0.341
H 2.018980 -8.065253 -2.068393 0.1750 0.0316 -0.2092 0.394
C 3.465424 -3.050365 -11.551163 0.3431 0.4919 -0.4774 -1.283
C 2.475661 -3.137135 -10.412101 0.6451 -0.1787 -1.6150 -0.188
O 2.957174 -2.349291 -9.367606 -0.2636 -1.2847 0.4691 -0.315
C 2.138084 -2.544718 -8.217556 -0.6881 1.0878 -1.2201 -0.579
C 2.760997 -1.807656 -7.123486 1.1030 0.4116 1.2037 0.164
H 3.461313 -2.072093 -12.031864 -0.1292 0.1181 0.0437 0.303
H 4.482480 -3.184997 -11.182969 -0.0270 -0.2399 0.0712 0.309
H 3.264576 -3.784574 -12.331354 -0.0444 -0.0972 0.0811 0.388
H 1.497459 -2.815960 -10.769966 -0.3357 0.2268 0.1769 0.299
H 2.392697 -4.205084 -10.210359 -0.0827 -0.1434 0.8471 0.283
H 1.203792 -2.048364 -8.479921 -0.5887 -0.2010 0.2440 0.193
H 1.895625 -3.572668 -7.948068 0.4627 -0.3811 -0.3662 0.358
H 2.732111 -0.732068 -7.297783 -0.4277 -0.0255 0.3044 0.017
H 3.828771 -2.021316 -7.075356 0.0889 -0.3720 0.0637 0.464
H 2.309073 -2.140341 -6.189052 -0.0196 0.6034 0.1734 -0.412
C 0.727459 5.684219 -1.198053 -0.5727 -0.1865 -0.1383 -0.218
C 1.557796 4.441480 -1.431663 -0.1753 0.7479 0.7035 0.922
O 2.081883 4.479071 -2.730579 0.2046 -0.8139 0.0404 -0.535
C 2.726864 3.253052 -3.074250 -0.4560 0.3748 -1.4757 1.285
C 3.037722 3.283273 -4.580295 0.5789 0.6975 0.8105 -1.458
H 0.556444 5.835736 -0.132270 -0.0482 -0.0495 -0.0150 -0.469
H 1.160368 6.596100 -1.609343 0.1934 -0.1489 -0.0482 0.476
H -0.236005 5.501739 -1.674021 -0.1049 0.4062 0.0274 -0.377
H 2.306946 4.392201 -0.641447 0.7342 -0.1087 -0.1377 0.079
H 0.920630 3.575149 -1.253926 -0.1477 -0.3959 -0.2804 -0.206
H 3.622735 3.102717 -2.471837 0.1225 -0.0697 0.0820 -0.138
H 2.058941 2.398450 -2.966380 -0.2801 -0.1013 0.6670 -0.357
H 2.163118 3.517306 -5.187244 -0.1451 -0.3439 0.2183 0.097
H 3.490987 2.328922 -4.848354 -0.0498 0.1097 -0.2565 0.295
H 3.733928 4.097633 -4.780851 0.2589 -0.0998 -0.0569 0.546
C 2.142166 -6.150126 2.157778 -0.7647 0.1932 -0.1964 -0.778
C 2.024281 -5.773064 3.620441 0.4668 1.2425 -1.0560 -0.819
O 2.061151 -4.314052 3.643895 0.0781 -1.1817 0.6415 0.273
C 2.371338 -3.855489 4.941282 0.3274 0.8970 0.3802 -0.997
C 2.631589 -2.338717 4.910055 -0.0565 -0.9016 -0.1940 0.158
H 2.332541 -7.218158 2.052056 0.2943 0.1151 -0.1823 0.468
H 1.226708 -5.926221 1.610146 -0.3443 -0.1579 0.1534 0.292
H 2.850101 -5.494360 1.650919 0.5771 -0.4207 0.2045 -0.050
H 1.107726 -6.161244 4.064694 -0.1011 0.0910 0.2000 0.293
H 2.892084 -6.159673 4.154813 0.0267 0.0096 0.2762 0.573
H 1.615750 -4.143285 5.672283 -0.5291 0.1311 -0.0452 0.241
H 3.280898 -4.315365 5.327694 0.3355 -0.3397 -0.1838 0.534
H 3.584141 -2.188946 4.401808 -0.1102 0.1985 -0.1962 -0.428
H 2.746647 -1.938456 5.917353 -0.1973 -0.0038 0.0180 0.539
H 1.829246 -1.836381 4.369682 0.0532 0.1595 0.0837 -0.179
C 4.856479 5.432889 2.737083 0.3284 -0.1043 0.3940 -0.489
C 3.681199 6.424985 2.726082 -0.1965 -1.2842 -0.6297 -0.531
O 2.501289 5.710480 3.129100 -0.0084 0.3071 -0.0832 -0.183
C 1.262056 6.381521 2.830552 0.4854 -0.4725 0.1374 -0.315
C 0.101314 5.495049 3.305730 0.6900 0.4402 0.0050 -0.274
H 4.565120 4.483072 2.288672 -0.3862 0.0372 0.0249 -0.223
H 5.718057 5.735621 2.141985 -0.1380 0.5522 -0.1239 0.484
H 5.283379 5.190064 3.710167 -0.3503 0.1371 0.2622 0.237
H 3.794987 7.342084 3.304082 0.2522 -0.0576 0.2244 0.330
H 3.596689 6.692761 1.672874 -0.3638 0.3814 -0.1983 0.290
H 1.293968 7.378236 3.270590 -0.2831 0.0975 0.3780 0.417
H 1.196458 6.554598 1.756379 0.0098 -0.1234 -0.2652 0.056
H 0.106387 5.399610 4.391523 0.0101 0.0518 0.0281 0.427
H 0.244669 4.497292 2.890972 -0.0880 -0.0343 -0.0898 -0.406
H -0.868247 5.880901 2.990816 0.0599 0.0051 -0.0297 0.301
C -5.173938 -5.386542 -0.616474 0.8166 0.9198 0.7740 -0.704
C -6.229225 -5.376324 -1.672557 -0.3825 -0.1714 0.3238 -0.652
O -7.005517 -4.152034 -1.643568 1.4707 -1.9928 0.8973 0.039
C -8.129779 -4.222589 -2.444518 -1.2008 1.1222 -0.5748 -0.591
C -8.979838 -3.001236 -2.049295 0.0000 -0.6811 -0.5210 -0.761
H -5.498883 -5.282959 0.418796 -0.6832 0.3091 -0.1039 0.265
H -4.600156 -6.310570 -0.545431 0.1155 -0.0180 -0.7333 0.487
H -4.527219 -4.532886 -0.819258 0.4678 -0.1496 0.2200 -0.057
H -5.749767 -5.520160 -2.640815 -0.0714 0.1985 -0.3139 0.241
H -6.819178 -6.272246 -1.479211 -0.8095 0.1509 -0.2931 0.469
H -7.855661 -4.116152 -3.494103 0.1768 -0.0973 -0.3454 0.302
H -8.716225 -5.140397 -2.401984 0.2279 -0.3781 0.5875 0.544
H -8.754048 -2.757699 -1.011117 0.0629 0.2904 -0.1613 0.013
H -10.047344 -3.212794 -2.110676 -0.0013 0.0540 -0.1571 0.385
H -8.720929 -2.222608 -2.766801 -0.1960 0.4511 0.5159 0.201
C 8.202726 3.731510 -0.323155 0.3554 -0.2865 0.8198 -0.689
C 8.965487 2.903400 0.768327 -1.1568 0.7500 -0.8093 -0.326
O 8.399128 1.601944 0.737732 0.7327 0.2624 -0.0287 -0.173
C 8.916254 0.741554 1.750116 -0.1561 -0.2248 -1.2174 -0.480
C 8.334742 -0.628958 1.437621 -0.3361 0.2140 0.4120 -0.181
H 7.242549 4.060144 0.074549 -0.1019 -0.1438 -0.1476 -0.036
H 8.721624 4.623003 -0.675400 0.2779 -0.0181 0.3137 0.499
H 8.047800 3.110982 -1.205787 -0.0820 -0.1352 0.1476 0.139
H 10.038723 2.976825 0.592656 0.2407 -0.6635 -0.2002 0.364
H 8.811236 3.285580 1.777403 -0.1176 0.4626 0.1284 0.113
H 10.001538 0.695151 1.660187 0.2722 0.0675 0.0766 0.467
H 8.676599 1.145392 2.733766 -0.2383 -0.1846 0.2669 0.112
H 8.604560 -0.989152 0.444873 0.5269 0.0382 0.1258 0.311
H 7.247485 -0.580068 1.377763 -0.1646 0.0630 0.3733 -0.593
H 8.626269 -1.331130 2.218682 -0.0601 -0.2249 -0.1661 0.516
C 4.175040 -3.885793 -4.519493 0.6245 -0.6766 0.7540 -1.122
C 4.887629 -4.258918 -3.202445 0.6465 1.3351 -0.7953 0.394
O 6.166145 -3.592377 -3.168649 -0.4331 -0.5033 0.6608 -0.432
C 6.819176 -3.742613 -1.893416 -0.8720 -0.2923 -0.3911 0.508
C 8.207230 -3.190841 -1.971680 -0.0747 0.1620 0.2665 -1.044
H 3.266849 -4.488141 -4.497966 -0.3061 0.3240 -0.4086 0.366
H 3.981692 -2.814986 -4.583463 -0.2005 -0.1145 0.2394 -0.021
H 4.762852 -4.146191 -5.399706 0.0555 -0.1833 0.0801 0.423
H 4.252616 -3.904441 -2.390529 0.0187 0.1098 0.3553 -0.339
H 5.022969 -5.331738 -3.065152 0.0301 -0.2302 -0.1834 0.526
H 6.208129 -3.321540 -1.095025 0.0289 0.4807 -0.0367 -0.337
H 6.871943 -4.795442 -1.616176 0.0375 -0.4353 -0.2331 0.472
H 8.743690 -3.521732 -1.082399 0.2182 -0.1048 -0.1530 0.136
H 8.228231 -2.101286 -1.948817 -0.0376 0.0424 -0.3120 0.087
H 8.651597 -3.583715 -2.886171 0.3196 0.1732 0.1276 0.388
C 1.528428 1.755444 3.835426 -0.6752 0.1769 -0.8611 -0.886
C 0.848367 1.415312 2.478286 0.1614 -0.6231 0.9729 0.475
O -0.406426 0.770732 2.651716 0.6152 -0.6012 -0.2189 0.185
C -1.524507 1.535521 3.005591 -0.5102 -0.8110 -0.4480 -0.062
C -2.719369 0.555363 2.877097 0.2620 0.2761 0.3330 0.069
H 0.942995 2.517411 4.349996 -0.0249 -0.0909 0.2089 0.389
H 1.582751 0.841800 4.427389 0.0148 0.0894 0.0857 0.298
H 2.524295 2.179522 3.706943 0.0341 -0.1120 -0.1629 -0.344
H 0.746443 2.269009 1.808276 0.0477 0.2941 -0.0235 0.023
H 1.426890 0.636338 1.981695 0.2284 0.2425 -0.1444 -0.188
H -1.399144 1.911480 4.020987 -0.3152 0.1765 0.1716 0.672
H -1.603151 2.371902 2.311065 -0.2247 0.3375 -0.0129 -0.298
H -2.576909 -0.279898 3.562773 -0.0098 0.1027 0.2916 0.325
H -2.794403 0.072656 1.902696 0.2804 0.4035 -0.2777 -0.524
H -3.686809 1.016229 3.076473 0.0332 0.1731 0.1521 -0.266
C 4.620074 -2.970432 1.136404 -0.8157 1.1331 -0.0215 0.118
C 5.519335 -3.613801 2.116683 0.7609 -1.4566 0.3387 -0.734
O 6.708056 -4.049040 1.472580 0.6167 0.0847 -0.2137 0.018
C 7.641393 -4.771071 2.257610 -0.0498 -0.0004 0.4487 -0.481
C 9.032058 -4.756000 1.643325 0.0180 -0.1293 -0.4208 -1.158
H 4.410819 -3.495615 0.204474 0.3011 -0.2348 0.1532 -0.215
H 3.663326 -2.810154 1.633437 -0.2168 -0.0366 0.0320 0.237
H 4.994378 -1.968870 0.924584 0.0698 0.0517 -0.4450 -0.117
H 5.748648 -2.933451 2.936838 0.1531 0.2469 0.1323 0.214
H 5.055996 -4.490809 2.568649 -0.3118 -0.2062 0.1423 0.358
H 7.669062 -4.449466 3.298715 0.0693 0.9930 0.0973 0.395
H 7.349059 -5.804757 2.442399 -0.4079 -0.4463 -0.6407 0.363
H 9.305024 -3.831804 1.133958 -0.2396 0.3345 0.4374 0.162
H 9.134343 -5.502349 0.855543 -0.1040 -0.2477 0.0919 0.352
H 9.773844 -4.969611 2.412886 0.0346 -0.0158 -0.0498 0.371
C -7.402343 4.595184 -1.104470 0.1027 -0.4518 0.8233 -1.186
C -8.321737 4.186402 0.052508 0.7949 0.6617 -1.5073 0.607
O -9.335664 5.184769 0.105035 0.9299 -0.9586 0.0999 -0.395
C -10.149770 4.912581 1.180895 -2.0430 0.6751 1.4146 0.066
C -11.126973 6.106146 1.396272 0.2421 -1.3061 0.4098 -1.111
H -7.939367 4.489505 -2.047086 0.1051 0.3959 0.0042 0.378
H -7.032547 5.599486 -0.897740 -0.1692 0.1143 -0.4158 0.378
H -6.529751 3.943004 -1.141267 0.0263 -0.1400 -0.0330 0.096
H -8.708111 3.194273 -0.180931 -0.5314 -0.1619 0.1586 0.266
H -7.774737 4.108784 0.992120 -0.0372 0.2519 0.2054 -0.248
H -10.708971 3.980213 1.102844 -0.3015 -0.2630 -0.8510 0.311
H -9.632702 4.703221 2.117334 0.7921 0.4293 0.1201 0.021
H -11.233680 6.648185 0.456647 0.0962 0.2797 0.3222 0.305
H -10.802661 6.673283 2.268787 0.1839 0.5896 -0.5120 0.264
H -12.101273 5.723253 1.699971 -0.1502 -0.0537 -0.2268 0.320
C -6.171138 0.959299 -1.459469 0.1749 1.0956 -0.4035 -1.064
C -5.792489 -0.471139 -1.565953 -0.1466 -0.8920 0.9558 0.127
O -4.980773 -0.752875 -2.672646 0.3064 0.7272 -0.5618 0.079
C -4.878372 -2.094631 -3.050772 0.1694 -1.1030 -1.1805 0.180
C -3.933791 -2.265711 -4.282999 -0.0841 0.9651 1.6779 -0.934
H -7.001546 1.067928 -0.761811 -0.1949 0.0210 -0.2176 0.498
H -5.379321 1.594354 -1.062183 0.2632 -0.0754 -0.0281 -0.085
H -6.400775 1.350768 -2.450483 -0.4205 0.1082 0.0752 0.399
H -5.288126 -0.711501 -0.630040 0.4262 -0.4843 0.2111 0.089
H -6.704187 -1.068053 -1.541646 -0.1004 -0.3282 -0.4398 -0.115
H -4.521671 -2.711090 -2.225644 0.1002 -0.0694 0.2497 -0.201
H -5.839251 -2.501490 -3.365842 -0.4323 0.0616 0.3593 0.321
H -3.036446 -1.718160 -3.994783 0.0503 0.1763 -0.5111 -0.350
H -4.387590 -1.827009 -5.171651 0.1679 -0.1676 -0.0325 0.468
H -3.595189 -3.291396 -4.429384 -0.4474 -0.0932 -0.0648 0.456
C -6.648261 1.718668 2.204911 0.7662 0.5995 0.2011 -0.410
C -6.805300 1.832206 3.738769 -0.9716 -0.2160 -1.3847 -0.447
O -7.274374 3.142905 4.046906 0.1318 -0.3866 -0.2851 -0.221
C -7.087029 3.512518 5.402059 -0.1014 0.0579 -0.7061 -0.223
C -7.649478 4.922496 5.575684 -0.0286 -0.5155 0.9342 -1.511
H -5.831470 2.396397 1.956609 0.0517 0.1482 -0.3600 -0.168
H -6.349778 0.744289 1.818165 0.0269 -0.2619 0.5498 -0.049
H -7.502266 2.016830 1.596740 -0.2686 0.0901 0.5274 0.523
H -7.541241 1.082144 4.028457 0.0012 -0.0613 0.5276 0.508
H -5.850604 1.619188 4.219678 0.1433 0.0278 0.1466 0.155
H -7.511709 2.762942 6.069799 -0.6151 0.0554 0.1526 0.405
H -6.019942 3.441961 5.612861 0.3170 0.4147 0.1304 0.319
H -8.733553 4.992702 5.486397 0.0000 -0.3359 -0.5871 0.404
H -7.166821 5.644855 4.917403 -0.0443 -0.0901 0.0501 0.252
H -7.519264 5.202032 6.621142 0.4709 0.2794 0.0608 0.426
C -1.829977 5.590617 -3.933274 0.4889 0.7494 -0.4574 -1.600
C -1.550942 4.149566 -4.321632 -0.2371 0.4286 0.3272 0.796
O -2.780973 3.540902 -4.572347 -0.6310 0.0392 -0.1011 -0.451
C -2.667431 2.152934 -4.716733 0.1569 -0.2601 -0.1989 1.015
C -4.017426 1.525863 -4.844112 -0.4511 -0.2001 -0.2877 -1.079
H -2.433590 5.797587 -3.049584 0.1222 -0.6258 0.2185 0.259
H -0.898155 6.149814 -3.849027 0.1649 -0.1131 0.2421 0.438
H -2.353220 6.115652 -4.732441 -0.1463 -0.3033 -0.2788 0.419
H -0.894526 4.105231 -5.190678 0.0208 0.1694 -0.4719 0.159
H -1.013234 3.555442 -3.582723 0.1324 0.1786 0.6546 -0.230
H -2.039877 1.926976 -5.578843 0.2449 -0.1683 -0.1960 -0.036
H -2.192698 1.740425 -3.826475 0.3255 -0.1260 0.2090 -0.407
H -4.601777 1.818334 -3.971699 -0.2136 -0.1893 -0.1351 0.147
H -3.946232 0.439489 -4.897252 0.1402 0.0470 0.3674 0.083
H -4.536154 1.794157 -5.764454 -0.0112 0.4346 0.0489 0.454
C -1.810869 -3.009566 1.963066 0.5294 -0.9987 -0.4232 0.501
C -1.091670 -3.296933 3.254415 -0.3941 0.3582 0.0877 0.155
O -2.079500 -3.508683 4.220021 -0.5314 -0.4638 -0.0357 -0.068
C -1.559443 -4.025874 5.391087 -0.3361 0.1570 1.3323 0.031
C -2.726548 -4.380917 6.271303 -0.1855 -0.4313 0.7168 -1.120
H -2.388033 -3.894811 1.695996 -0.4281 -0.0725 0.3042 0.413
H -2.485005 -2.153754 1.997931 0.4222 0.0787 -0.1487 -0.522
H -1.065643 -3.034102 1.167989 -0.0522 0.8776 -0.1845 -0.459
H -0.470354 -4.189368 3.179466 0.2134 -0.0445 -0.2189 -0.151
H -0.485712 -2.479810 3.645865 0.4608 0.2839 -0.4945 0.041
H -0.924989 -4.903716 5.268824 0.1098 -0.2653 -0.5317 0.070
H -0.934346 -3.314432 5.930728 0.2692 0.5515 -0.1600 0.257
H -3.038293 -5.405176 6.066824 -0.3828 0.1225 -0.0484 0.338
H -3.553946 -3.680859 6.155448 0.0207 -0.0871 -0.2766 0.023
H -2.462066 -4.336394 7.327787 0.1758 -0.1064 0.0619 0.407
C -4.097494 5.420398 4.852404 -0.2397 -0.0636 -1.0563 -1.449
C -4.407971 4.768954 3.488911 -0.8086 -0.6424 1.4992 0.643
O -3.361745 4.864721 2.600837 0.7015 0.6582 -0.6211 -0.359
C -3.527245 4.274527 1.317830 1.1658 1.4355 -0.1045 0.151
C -2.326368 4.838030 0.529953 -1.1417 -0.4980 -0.4857 -0.911
H -3.186542 4.935796 5.203723 -0.1358 0.3554 0.5991 0.274
H -4.031366 6.507662 4.812504 0.6713 0.0346 -0.4342 0.361
H -4.978124 5.325893 5.487732 0.3154 -0.7067 0.2627 0.376
H -4.530597 3.697140 3.644774 -0.5437 -0.3371 0.4148 -0.237
H -5.377330 5.148726 3.166086 -0.0302 0.1725 -0.7356 0.166
H -3.507876 3.184731 1.309008 -0.0542 -0.2483 0.3820 -0.146
H -4.450127 4.608403 0.843592 -0.2829 0.0412 0.0778 0.517
H -2.328115 5.927737 0.555180 0.1248 -0.0347 0.3826 0.527
H -2.510073 4.600341 -0.517833 0.4332 -0.3035 -0.1962 0.316
H -1.384980 4.419867 0.886389 -0.0226 0.1179 -0.1051 -0.296
C 1.915786 -1.088270 -1.020428 -0.3027 0.4235 0.4193 0.076
C 0.475190 -0.857191 -0.488204 0.7745 -0.7477 -0.7832 0.713
O -0.400739 -0.923231 -1.606086 -0.2107 0.1319 0.2172 1.228
C -1.763275 -0.657354 -1.306208 -0.0403 1.1149 0.0521 2.009
C -2.002273 0.839837 -0.890134 0.0642 -0.5771 -0.3592 -0.185
H 2.586527 -1.208851 -0.169746 0.0801 -0.0921 0.0177 -0.418
H 1.971306 -1.986976 -1.634725 -0.2772 -0.2635 0.1977 -0.069
H 2.367310 -0.320655 -1.648912 -0.3915 0.4558 0.1325 -0.113
H 0.282824 -1.683142 0.196568 -0.2521 -0.2884 0.0804 -0.529
H 0.292950 0.027949 0.121232 0.3754 0.3782 -0.2910 -0.405
H -2.325793 -0.856103 -2.218445 0.1328 0.2190 -0.1303 -1.482
H -2.156545 -1.384507 -0.595802 0.0686 0.0601 0.5217 -0.192
H -3.048978 1.128296 -0.986503 -0.1554 -0.2643 0.0041 -0.546
H -1.462480 1.486009 -1.582374 0.1436 -0.0648 -0.1761 0.192
H -1.682081 1.136836 0.108553 0.0921 -0.4039 0.1219 -0.012
C 5.386773 0.141608 3.848189 -0.2740 -0.1415 -0.1912 -0.719
C 5.779151 1.611756 3.935225 0.6515 -1.8581 0.0042 0.310
O 6.838420 1.720625 4.893756 -0.4243 1.2834 -0.3298 -0.488
C 7.316583 3.062084 5.041163 0.8393 0.0217 0.8640 0.272
C 8.405291 3.085746 6.112878 -0.1720 -0.8441 0.3049 -1.497
H 6.229788 -0.520051 3.649130 0.2239 0.1515 0.2472 0.279
H 4.828758 -0.216806 4.713215 0.1511 0.0759 0.1019 0.419
H 4.742873 0.031184 2.975671 -0.2443 -0.0192 -0.0098 -0.190
H 6.159526 1.815881 2.934359 0.0264 0.8265 -0.0866 -0.352
H 4.860375 2.150472 4.167030 0.3068 0.6711 0.1834 0.586
H 7.807406 3.483030 4.163673 -0.3273 -0.3462 -0.7439 -0.001
H 6.539003 3.768480 5.331817 -0.4483 -0.1706 -0.0518 0.318
H 8.027267 2.712363 7.064597 -0.2035 0.2176 0.1001 0.347
H 8.848908 4.069477 6.266393 -0.1633 0.0347 -0.1522 0.396
H 9.196587 2.378539 5.864243 0.1357 0.1038 -0.2745 0.335
C -7.351414 -2.476847 2.017682 -0.5440 0.2188 -0.4138 -0.861
C -6.267528 -2.554244 3.036528 0.2869 0.2089 1.1567 0.089
O -6.530774 -1.573333 4.064763 -0.0305 0.1098 -0.2831 -0.185
C -5.832197 -1.719455 5.285324 0.4014 -0.1120 0.5451 -0.028
C -6.400889 -0.797875 6.385191 -0.2569 -0.4283 -1.1589 -1.119
H -8.337919 -2.652297 2.446784 0.0292 0.0273 0.1230 0.337
H -7.347525 -1.481208 1.574080 -0.1101 0.0645 -0.0744 0.051
H -7.213586 -3.194995 1.209373 0.1837 -0.0628 -0.0038 0.175
H -6.214019 -3.534779 3.509592 -0.0531 -0.2390 0.0572 0.487
H -5.302120 -2.383742 2.560054 0.2821 0.2020 0.0852 -0.156
H -5.869911 -2.754832 5.623971 -0.4123 -0.3410 0.0868 0.453
H -4.757655 -1.559875 5.195842 0.2776 0.4044 -0.4670 0.029
H -5.888631 -0.943791 7.336187 -0.0397 -0.1053 -0.0864 0.435
H -7.460031 -1.043064 6.464012 -0.0470 0.1007 0.3465 0.298
H -6.331517 0.250000 6.093225 0.1134 -0.0234 0.0240 0.039
C 3.786266 1.708764 0.812404 0.5804 -0.3204 0.1035 1.387
C 5.110040 1.769958 0.034689 -1.7102 0.2113 0.2385 0.275
O 4.967469 0.818778 -0.993207 0.2215 -0.3450 -0.3563 0.332
C 6.098551 0.656021 -1.829276 0.5885 1.0483 0.2627 0.629
C 5.753502 -0.091181 -3.050537 -1.4542 -1.6420 -0.1055 -0.899
H 3.633212 0.704068 1.206422 -0.0426 -0.0168 0.0914 -0.897
H 3.786941 2.425030 1.634029 -0.0288 0.0009 0.0724 -0.304
H 2.946145 1.932500 0.154956 0.0569 0.0543 -0.1028 0.312
H 5.092786 2.784372 -0.363766 0.6983 0.2543 -0.3887 0.251
H 5.993143 1.617641 0.655197 0.0606 -0.1078 -0.0749 -1.189
H 6.447252 1.620126 -2.199420 0.1797 0.5526 0.4417 0.097
H 6.925487 0.203480 -1.282005 0.0794 -0.1253 0.1765 -0.398
H 4.970827 0.415146 -3.615481 0.4901 0.4472 -0.4740 -0.046
H 5.210267 -0.992615 -2.766966 0.2159 -0.4622 0.1717 -0.077
H 6.618456 -0.436999 -3.616541 -0.1166 0.4109 -0.1871 0.433